Record 1
Computed, not measured: 2 unconnected molecules or ions with the total composition C12H11NO, with the ωB97M-V functional and the def2-TZVPD basis.

Calculated values
DFT total energy   -593.4988 a.u.
Energy relative to the best compared isomer or geometry (same formula, charge and spin)   970.7 kJ/mol
E_HOMO   -9.17 eV
Maximum force   0.1944 Eh/bohr
Kohn-Sham gap   8.080 eV

Each line ends with the Löwdin charge.
Positions of all 25 atoms, in Å:
C 0.236 1.519 0.400  -0.269
C -1.007 0.590 0.031  -0.202
C -2.186 0.765 0.805  -0.048
C -3.462 0.007 0.639  -0.110
C -3.585 -1.031 -0.249  -0.144
C -2.455 -1.343 -1.185  -0.060
C -1.421 -0.238 -1.055  -0.101
C 1.507 0.657 0.295  -0.095
C 1.889 -0.557 1.081  -0.040
C 2.876 -1.341 0.880  -0.092
C 3.726 -0.978 -0.172  -0.136
C 2.466 0.816 -0.681  -0.092
H -0.696 2.295 -1.796  0.368
H 0.052 1.899 1.293  0.081
H -2.124 1.164 1.851  0.112
H -4.001 0.192 1.603  0.105
H -4.321 -2.005 -0.298  0.141
H -2.378 -2.238 -2.053  0.154
H -0.407 -0.485 -1.768  0.146
H 1.559 -0.493 2.200  0.156
H 2.992 -2.079 1.436  0.034
H 4.717 -1.397 -0.437  0.116
H 2.337 1.539 -1.335  0.055
N 3.539 0.012 -1.019  0.080
O 0.149 2.730 -0.468  -0.159



Record 2
Computed, not measured: a molecular structure, C14H23CdN2PS, with the ωB97M-V functional and the def2-TZVPD basis.

Calculated values
DFT total energy   -1563.7788 a.u.
Energy relative to the best compared isomer or geometry (same formula, charge and spin)   0.0 kJ/mol
E_HOMO (alpha / beta)   -4.98 / -4.96 eV
Maximum force   0.1458 Eh/bohr
Kohn-Sham gap (alpha / beta)   5.019 / 5.203 eV

Each line ends with the Löwdin charge.
Positions of all 42 atoms, in Å:
C -2.845 0.200 -2.824  -0.104
C -2.637 -1.014 -2.181  -0.063
C -1.846 -1.084 -1.016  -0.307
C -1.305 0.095 -0.538  -0.268
C -1.542 1.324 -1.130  -0.360
C -2.339 1.380 -2.289  -0.069
C -1.668 -2.412 -0.311  -0.158
C -0.259 -3.022 -0.149  -0.192
N 0.862 -2.065 0.032  -0.401
Cd 0.220 -0.068 0.955  0.988
C -0.887 2.592 -0.570  -0.317
P 0.795 2.148 0.069  0.707
H -3.081 -1.923 -2.587  0.101
H -2.531 2.338 -2.778  0.102
H -3.411 0.234 -3.760  0.099
H -1.463 2.991 0.294  0.088
H -0.809 3.389 -1.336  0.086
H -2.103 -2.313 0.700  0.108
H -2.278 -3.157 -0.844  0.108
H -0.276 -3.652 0.748  0.109
C 1.487 3.411 1.158  -0.302
C 1.776 2.109 -1.465  -0.290
H -0.020 -3.665 -1.018  0.121
C 1.444 -1.599 -1.242  -0.114
C 1.928 -2.564 0.925  -0.140
H -0.491 1.236 3.651  -0.062
H 1.931 -2.424 -1.790  0.090
H 0.654 -1.166 -1.863  0.078
H 2.195 -0.824 -1.032  0.067
H 2.554 -3.328 0.427  0.087
H 2.577 -1.726 1.222  0.060
H 1.478 -2.986 1.833  0.075
H 1.859 3.120 -1.904  0.045
H 2.786 1.739 -1.218  0.037
H 1.319 1.433 -2.210  0.045
H 1.677 4.361 0.632  0.044
H 0.816 3.584 2.015  0.038
H 2.441 3.013 1.541  0.040
H 1.103 0.168 3.718  -0.120
S -0.263 -0.122 3.874  0.564
C 0.000 0.065 5.550  -0.684
N 0.154 0.185 6.711  0.064